Record 1
Below is C25H42AsClGaN3O8Si3 as an isolated structure, with properties calculated with the ωB97M-V functional and the def2-TZVPD basis.

Geometry as ORCA input:
```
! RIJCOSX wB97M-V def2-TZVPD def2/J DEFGRID3
* xyz 0 1
Ga 0.24 -0.70 0.28
C 0.16 -4.15 1.67
C 0.52 -3.81 0.27
N 0.48 -2.61 -0.31
C 0.96 -2.75 -1.58
C 1.29 -4.05 -1.80
N 0.99 -4.69 -0.62
C 1.83 -4.81 -2.95
O 2.05 -4.13 -4.05
O 2.01 -6.00 -2.84
C 1.07 -1.52 -2.41
O 1.47 -1.60 -3.58
O 0.74 -0.47 -1.78
H -0.85 -3.81 1.91
H 0.86 -3.66 2.34
H 0.22 -5.23 1.81
H 1.14 -5.68 -0.48
H 1.82 -3.16 -3.95
N 0.41 1.29 2.68
C 0.85 0.19 3.54
C -0.33 -0.64 4.01
C -1.11 -1.43 2.97
O -1.98 -2.19 3.36
O -0.84 -1.31 1.70
H 1.21 1.79 2.31
H -0.14 1.96 3.21
H 1.40 0.54 4.42
H 1.52 -0.44 2.98
H -1.06 -0.01 4.53
H 0.00 -1.37 4.76
Cl 8.48 1.28 0.98
C 6.86 0.65 1.00
C 6.61 -0.55 1.65
C 5.32 -1.04 1.66
C 4.29 -0.35 1.04
C 4.56 0.85 0.39
C 5.86 1.36 0.37
C 2.91 -0.92 1.09
O 2.69 -2.03 1.53
O 1.98 -0.10 0.64
H 7.42 -1.08 2.14
H 5.09 -1.98 2.16
H 3.76 1.38 -0.11
H 6.08 2.28 -0.14
C -0.75 1.25 -3.90
Si -2.01 0.49 -2.75
C -3.69 1.17 -3.18
C -2.07 -1.39 -2.88
As -1.49 1.00 -0.48
Si -3.51 0.79 0.74
C -4.81 1.98 0.09
C -3.20 1.23 2.53
C -4.05 -0.98 0.52
Si -0.70 3.22 -0.49
C 1.08 3.09 -1.04
C -0.81 4.01 1.21
C -1.73 4.24 -1.67
H -0.81 0.74 -4.86
H 0.27 1.12 -3.53
H -0.96 2.31 -4.07
H -3.83 1.05 -4.26
H -3.80 2.23 -2.95
H -4.50 0.62 -2.69
H -1.36 -1.74 -3.63
H -3.07 -1.70 -3.18
H -1.84 -1.89 -1.94
H -4.39 2.96 -0.15
H -5.56 2.13 0.87
H -5.32 1.60 -0.80
H -3.24 2.31 2.68
H -2.24 0.86 2.87
H -3.98 0.77 3.15
H -4.23 -1.21 -0.53
H -4.98 -1.14 1.06
H -3.30 -1.66 0.93
H 1.63 2.38 -0.42
H 1.56 4.07 -0.97
H 1.15 2.76 -2.08
H 0.13 3.92 1.75
H -1.60 3.59 1.83
H -1.02 5.08 1.09
H -1.71 3.84 -2.68
H -1.33 5.25 -1.69
H -2.77 4.30 -1.35
*
```

Highest occupied orbital energy in eV: -9.239
Relative energy (zero: lowest compared OMol25 entry of this formula, charge and spin) in kJ/mol: 50.82
Orbital gap in eV: 9.59
Strongest force on any atom in eV Å⁻¹: 0.5

Löwdin atomic charge list, values in e, 6 entries: 0.257 0.034 -0.269 0.141 -0.095 -0.051

=====

Record 2
Below is a 4-piece molecular cluster, C25H42BCl2F4N2O12S3 overall in a non-equilibrium geometry, with properties calculated with the ωB97M-V functional and the def2-TZVPD basis.

Geometry as ORCA input:
```
! RIJCOSX wB97M-V def2-TZVPD def2/J DEFGRID3
* xyz -1 1
C 2.65 -3.87 0.29
C 2.34 -4.28 -1.15
C 1.30 -3.38 -1.86
C 1.26 -3.91 -3.32
C 1.07 -2.83 -4.37
O -0.12 -3.02 -5.14
O 1.85 -2.11 -1.78
B 0.94 -1.18 -1.10
N 0.13 -0.39 -2.16
C 1.58 -0.30 0.15
Cl 1.35 -0.95 1.78
C 2.23 0.86 0.06
C 2.50 1.58 -1.22
Cl 2.84 1.73 1.47
O -0.04 -2.10 -0.45
C -0.08 -3.33 -1.11
C -0.34 -4.40 -0.04
O -1.54 -5.18 -0.27
C -1.32 -6.42 -0.73
F -0.43 -6.47 -1.75
F -0.84 -7.25 0.24
F -2.48 -6.94 -1.16
C -1.34 -3.26 -2.02
O -1.53 -3.99 -2.96
N -2.37 -2.26 -1.73
C -3.10 -2.46 -0.54
O -4.26 -2.80 -0.52
F -2.48 -2.24 0.62
H 3.13 -4.70 0.80
H 3.38 -3.08 0.27
H 1.79 -3.55 0.86
H 2.02 -5.32 -1.21
H 3.26 -4.22 -1.70
H 2.20 -4.40 -3.52
H 0.51 -4.68 -3.43
H 1.89 -2.90 -5.09
H 1.11 -1.84 -3.95
H -0.67 -2.26 -4.98
H -0.50 0.29 -1.76
H 0.70 0.06 -2.85
H 3.22 1.06 -1.85
H 1.57 1.66 -1.76
H 2.80 2.59 -1.01
H -0.51 -3.86 0.88
H 0.49 -5.07 0.14
H -1.94 -1.34 -1.76
C 4.28 4.22 6.33
C 3.95 2.86 5.70
C 4.41 2.91 4.24
S 5.78 4.08 4.19
O 5.39 5.22 3.40
O 7.02 3.39 3.93
C 5.71 4.54 5.92
H 4.17 4.20 7.42
H 3.60 4.98 5.94
H 4.49 2.08 6.23
H 2.89 2.63 5.76
H 4.76 1.94 3.88
H 3.63 3.28 3.58
H 5.97 5.59 6.02
H 6.43 3.92 6.45
C 2.65 7.43 -0.76
C 2.09 7.93 -2.11
C 1.79 6.69 -2.96
S 1.43 5.36 -1.80
O 2.46 4.36 -1.91
O 0.03 5.01 -1.89
C 1.72 6.31 -0.32
H 2.69 8.23 -0.02
H 3.66 7.05 -0.90
H 1.17 8.49 -1.94
H 2.79 8.59 -2.61
H 0.94 6.83 -3.61
H 2.66 6.38 -3.55
H 2.15 5.66 0.44
H 0.76 6.69 0.02
C -7.51 -1.32 0.33
C -7.53 -2.66 -0.41
C -8.34 -3.65 0.45
S -9.51 -2.66 1.38
O -9.19 -2.75 2.78
O -10.85 -2.90 0.91
C -8.95 -1.07 0.78
H -7.14 -0.52 -0.30
H -6.85 -1.39 1.20
H -8.02 -2.53 -1.38
H -6.53 -3.03 -0.60
H -8.89 -4.36 -0.15
H -7.70 -4.17 1.16
H -9.04 -0.33 1.57
H -9.58 -0.79 -0.06
*
```

Highest occupied orbital energy in eV: -5.877
Relative energy (zero: lowest compared OMol25 entry of this formula, charge and spin) in kJ/mol: 47.03
Orbital gap in eV: 7.75
Strongest force on any atom in eV Å⁻¹: 2.5

Löwdin atomic charge list, values in e, 6 entries: -0.080 -0.167 -0.370 -0.079 -0.218 -0.072

=====

Record 3
Below is a 2-piece molecular cluster, C25H42Cl2FN2O8SSi overall in a non-equilibrium geometry, with properties calculated with the ωB97M-V functional and the def2-TZVPD basis.

Geometry as ORCA input:
```
! RIJCOSX wB97M-V def2-TZVPD def2/J DEFGRID3
* xyz 1 1
C -0.85 -6.04 -2.46
C -1.93 -5.01 -2.81
C -3.04 -4.92 -1.78
O -2.98 -3.76 -0.95
C -2.20 -3.95 0.21
C -1.96 -2.58 0.83
O -0.70 -2.34 1.47
C -0.75 -1.03 1.89
F -1.42 -1.06 3.09
C 0.72 -0.71 2.24
C 1.77 -1.46 1.38
O 2.95 -0.70 1.27
Si 3.91 -0.59 2.65
C 3.35 0.80 3.81
C 4.08 -2.21 3.58
C 5.61 -0.09 2.05
N -1.46 -0.26 0.81
C -0.46 0.62 0.09
O -1.14 1.28 -0.92
C -0.24 1.68 -1.96
C 0.96 2.51 -1.50
O 2.16 1.78 -1.67
C 2.73 1.95 -2.96
C 3.39 0.66 -3.43
C -2.62 0.68 1.09
S -3.85 0.23 2.34
O -4.52 -0.97 1.96
O -4.65 1.41 2.39
C -2.08 -1.37 -0.07
O -1.65 -1.40 -1.40
C -0.51 -2.01 -1.59
N 0.45 -2.69 -1.74
H -1.30 -7.02 -2.41
H -0.07 -6.08 -3.20
H -0.37 -5.80 -1.52
H -1.46 -4.04 -2.95
H -2.32 -5.29 -3.78
H -3.07 -5.81 -1.14
H -3.98 -4.86 -2.31
H -1.29 -4.52 0.03
H -2.80 -4.53 0.91
H -2.74 -2.49 1.58
H 0.85 -1.08 3.24
H 0.94 0.35 2.30
H 1.94 -2.44 1.82
H 1.43 -1.62 0.37
H 2.92 0.39 4.71
H 2.70 1.53 3.32
H 4.24 1.33 4.12
H 3.36 -2.35 4.38
H 4.02 -3.03 2.87
H 5.07 -2.27 4.02
H 6.18 0.39 2.83
H 5.48 0.64 1.25
H 6.17 -0.94 1.66
H 0.35 0.03 -0.34
H -0.08 1.34 0.80
H -0.80 2.25 -2.69
H 0.11 0.78 -2.47
H 0.88 2.86 -0.47
H 1.00 3.40 -2.12
H 1.98 2.22 -3.70
H 3.49 2.72 -2.92
H 2.68 0.12 -4.05
H 3.72 0.03 -2.61
H 4.21 0.91 -4.10
H -3.22 0.88 0.21
H -2.22 1.64 1.39
H -3.23 0.11 3.54
H -3.15 -1.28 -0.18
Cl -0.05 5.49 -3.06
C -1.19 5.83 -1.80
C -2.38 5.13 -1.69
Cl -2.80 3.86 -2.78
C -3.27 5.44 -0.67
C -2.97 6.45 0.24
C -1.78 7.14 0.12
C -0.89 6.84 -0.90
H -4.20 4.90 -0.58
H -3.67 6.69 1.03
H -1.54 7.93 0.82
H 0.04 7.38 -0.99
*
```

Highest occupied orbital energy in eV: -11.588
Orbital gap in eV: 9.14
Strongest force on any atom in eV Å⁻¹: 4.1

Löwdin atomic charge list, values in e, 6 entries: -0.100 -0.215 -0.179 -0.127 -0.118 -0.164

=====

Record 4
Below is C25H42CrF5N5S as an isolated structure, with properties calculated with the ωB97M-V functional and the def2-TZVPD basis.

Geometry as ORCA input:
```
! RIJCOSX wB97M-V def2-TZVPD def2/J DEFGRID3
* xyz 1 4
Cr -0.23 -0.23 -0.28
C -2.27 -1.17 -0.26
C -1.52 -2.06 0.58
C -1.13 -1.31 1.74
C -1.61 0.01 1.53
C -2.39 0.09 0.34
C -3.46 1.14 0.08
C -4.49 0.94 1.20
C -4.17 0.90 -1.26
C -2.93 2.57 0.16
C -0.57 -1.73 3.11
C 0.91 -2.17 3.07
C -0.74 -0.59 4.12
C -1.43 -2.88 3.69
C -1.50 -3.56 0.24
C -0.17 -4.24 0.59
C -1.76 -3.80 -1.26
C -2.69 -4.25 0.94
H -2.78 -1.47 -1.17
H -1.54 0.82 2.23
H -4.81 -0.10 1.26
H -5.37 1.56 1.01
H -4.08 1.22 2.17
H -4.72 -0.04 -1.24
H -3.48 0.88 -2.10
H -4.89 1.70 -1.43
H -2.31 2.72 1.04
H -3.77 3.26 0.24
H -2.35 2.85 -0.71
H 1.55 -1.43 3.56
H 1.27 -2.32 2.05
H 1.06 -3.10 3.61
H -0.22 0.34 3.85
H -0.33 -0.91 5.08
H -1.79 -0.34 4.27
H -1.19 -3.83 3.25
H -2.49 -2.68 3.56
H -1.23 -2.96 4.76
H 0.65 -3.77 0.05
H -0.21 -5.29 0.29
H 0.05 -4.21 1.65
H -1.05 -3.28 -1.89
H -2.77 -3.51 -1.55
H -1.66 -4.87 -1.46
H -2.51 -4.45 1.99
H -2.88 -5.21 0.46
H -3.59 -3.64 0.86
N 1.73 0.60 2.33
N 2.41 1.76 1.91
C 1.88 2.53 0.96
N 2.48 3.71 0.75
S 0.51 2.17 0.04
H 1.18 0.80 3.17
H 2.40 -0.13 2.53
H 3.15 2.13 2.49
H 3.30 4.00 1.26
H 2.16 4.29 -0.01
F -1.12 -0.51 -3.00
C -0.43 0.44 -2.25
F -1.25 1.53 -2.25
C 0.79 0.85 -3.16
F 1.91 0.99 -2.44
F 1.05 -0.10 -4.08
F 0.57 1.99 -3.80
C 2.00 -3.63 -3.90
C 2.11 -2.83 -2.66
C 3.16 -2.61 -1.79
C 2.68 -1.71 -0.83
N 1.40 -1.41 -1.07
N 1.08 -2.11 -2.19
C 3.48 -1.12 0.28
H 2.95 -4.11 -4.12
H 1.72 -3.01 -4.74
H 1.24 -4.41 -3.79
H 4.15 -3.01 -1.85
H 0.22 -1.91 -2.67
H 4.53 -1.14 0.01
H 3.36 -1.69 1.20
H 3.20 -0.08 0.44
*
```

Highest occupied orbital energy (spin up / spin down) in eV: -11.187 / -11.334
Relative energy (zero: lowest compared OMol25 entry of this formula, charge and spin) in kJ/mol: 37.15
Orbital gap (spin up / spin down) in eV: 8.17 / 9.05
Strongest force on any atom in eV Å⁻¹: 0.7
Expectation value of S²: 3.876

Löwdin atomic charge list, values in e, 6 entries: 0.653 -0.070 -0.126 -0.126 -0.097 -0.258

=====

Record 5
Below is C25H42F5N5OPS2Zn as an isolated structure, with properties calculated with the ωB97M-V functional and the def2-TZVPD basis.

Geometry as ORCA input:
```
! RIJCOSX wB97M-V def2-TZVPD def2/J DEFGRID3
* xyz -1 1
Zn 0.56 2.34 -0.10
C 5.20 -0.99 -0.05
C 3.91 -0.55 -0.73
S 3.49 1.10 -0.04
C 3.18 -1.16 -1.65
C 3.68 -2.51 -2.13
S 2.38 2.18 -1.43
H 5.45 -0.36 0.81
H 6.06 -0.94 -0.74
H 5.13 -2.01 0.31
H 4.58 -2.91 -1.62
H 3.92 -2.44 -3.19
H 2.90 -3.27 -2.06
N 0.73 6.24 3.49
N 1.16 5.09 2.85
N 2.43 4.74 2.80
C 2.37 3.68 2.01
N 1.11 3.43 1.61
N 0.35 4.35 2.17
H 0.79 6.08 4.49
H -0.24 6.35 3.22
H 3.22 3.08 1.71
O -0.67 0.90 0.18
P -0.53 -0.58 -0.19
C -0.08 -0.74 -1.93
C -0.67 0.36 -2.83
C -0.38 -0.01 -4.28
C -1.17 -1.25 -4.71
C -1.36 -2.24 -3.55
C -0.22 -2.15 -2.54
C 0.84 -1.30 0.74
C 0.95 -2.84 0.77
C 0.84 -3.40 2.19
C 1.94 -2.84 3.10
C 2.23 -1.36 2.79
C 1.03 -0.68 2.13
C -2.11 -1.37 0.26
C -2.40 -1.11 1.76
C -3.89 -1.18 2.04
C -4.62 -0.01 1.35
C -3.96 0.35 0.00
C -3.29 -0.88 -0.61
H 1.02 -0.55 -1.86
H -0.18 1.30 -2.59
H -1.74 0.52 -2.69
H 0.69 -0.19 -4.37
H -0.61 0.83 -4.94
H -0.66 -1.74 -5.54
H -2.15 -0.95 -5.08
H -1.42 -3.27 -3.94
H -2.31 -2.06 -3.05
H 0.73 -2.38 -3.03
H -0.34 -2.92 -1.78
H 1.68 -0.95 0.12
H 1.93 -3.12 0.36
H 0.21 -3.33 0.14
H 0.88 -4.49 2.17
H -0.14 -3.14 2.61
H 2.85 -3.43 2.98
H 1.63 -2.95 4.14
H 3.07 -1.27 2.10
H 2.52 -0.83 3.70
H 1.24 0.39 2.02
H 0.14 -0.77 2.77
H -1.98 -2.45 0.11
H -2.04 -0.11 2.03
H -1.85 -1.82 2.37
H -4.08 -1.16 3.11
H -4.28 -2.14 1.67
H -4.59 0.86 2.00
H -5.67 -0.27 1.21
H -3.22 1.14 0.13
H -4.71 0.75 -0.68
H -2.95 -0.65 -1.62
H -4.02 -1.69 -0.71
F -2.00 3.39 0.81
C -2.13 3.78 -0.53
F -0.67 3.79 -0.94
C -2.35 5.29 -0.41
F -1.45 5.99 0.33
F -3.55 5.52 0.15
F -2.36 5.87 -1.63
*
```

Highest occupied orbital energy in eV: -3.258
Relative energy (zero: lowest compared OMol25 entry of this formula, charge and spin) in kJ/mol: 435.88
Orbital gap in eV: 5.53
Strongest force on any atom in eV Å⁻¹: 0.4

Löwdin atomic charge list, values in e, 6 entries: 0.409 -0.188 -0.740 0.351 -0.236 -0.196

=====

Record 6
Below is C25H42N2O4SSi2Sm as an isolated structure, with properties calculated with the ωB97M-V functional and the def2-TZVPD basis.

Geometry as ORCA input:
```
! RIJCOSX wB97M-V def2-TZVPD def2/J DEFGRID3
* xyz 1 6
Sm 0.45 -0.26 0.17
C -2.17 -1.58 -1.73
C -3.15 -0.90 -0.78
O -2.41 -0.08 0.10
C -3.11 0.43 1.22
C -2.09 1.00 2.19
O -0.91 1.52 1.55
C -1.01 2.83 0.97
C -1.70 2.81 -0.37
O -1.08 1.81 -1.16
C -1.76 1.50 -2.35
C -1.12 0.27 -2.94
O -0.99 -0.79 -1.99
H -2.65 -1.81 -2.68
H -1.80 -2.49 -1.28
H -3.69 -1.68 -0.24
H -3.89 -0.29 -1.31
H -3.66 -0.37 1.73
H -3.84 1.18 0.88
H -1.73 0.21 2.84
H -2.54 1.78 2.80
H 0.01 3.18 0.87
H -1.55 3.49 1.65
H -1.58 3.79 -0.84
H -2.77 2.60 -0.28
H -1.67 2.32 -3.08
H -2.83 1.35 -2.15
H -0.11 0.49 -3.28
H -1.70 -0.08 -3.80
C 3.27 -0.40 3.29
Si 3.64 0.63 1.76
C 5.47 0.99 1.83
C 2.69 2.22 2.15
C 2.96 0.09 0.09
C 2.90 1.36 -0.71
C 4.01 2.15 -1.06
C 3.84 3.29 -1.81
C 2.56 3.64 -2.23
C 1.52 2.83 -1.86
N 1.67 1.72 -1.12
Si 3.65 -1.13 -1.17
C 2.71 -0.77 -2.78
C 3.32 -2.97 -1.00
C 5.47 -0.94 -1.52
H 3.47 0.27 4.14
H 3.91 -1.27 3.41
H 2.23 -0.72 3.36
H 5.78 1.07 2.88
H 5.73 1.93 1.34
H 6.07 0.19 1.37
H 3.08 2.69 3.06
H 1.64 1.98 2.35
H 2.73 2.96 1.35
H 5.00 1.84 -0.73
H 4.70 3.90 -2.08
H 2.38 4.52 -2.83
H 0.50 3.06 -2.16
H 1.65 -1.07 -2.69
H 3.13 -1.37 -3.59
H 2.74 0.28 -3.08
H 2.29 -3.20 -0.73
H 3.97 -3.49 -0.29
H 3.51 -3.39 -1.99
H 5.69 0.04 -1.94
H 5.80 -1.70 -2.23
H 6.07 -1.05 -0.61
S -1.20 -2.22 1.47
C 0.24 -3.02 2.02
C 0.25 -4.16 2.83
C 1.46 -4.72 3.19
C 2.64 -4.12 2.76
C 2.55 -2.99 1.98
N 1.38 -2.45 1.60
H -0.69 -4.59 3.14
H 1.49 -5.60 3.81
H 3.61 -4.52 3.02
H 3.43 -2.49 1.63
*
```

Highest occupied orbital energy (spin up / spin down) in eV: -10.326 / -10.340
Relative energy (zero: lowest compared OMol25 entry of this formula, charge and spin) in kJ/mol: 132.00
Orbital gap (spin up / spin down) in eV: 6.84 / 8.29
Strongest force on any atom in eV Å⁻¹: 0.5
Expectation value of S²: 8.786

Löwdin atomic charge list, values in e, 6 entries: 1.742 -0.152 -0.187 -0.330 -0.186 -0.150